(1)
The following is a quantum chemistry calculation of a cluster of 2 separate species, H4OS2 in total at a distorted geometry, from the OMol25 dataset.

Each line ends with the Löwdin charge.
CARTESIAN COORDINATES (ANGSTROEM)
S1 -1.22012 0.91442 0.63557  0.2271
S2 -0.53397 0.48912 2.45264  0.1771
H1 -2.04198 1.86599 0.87691  -0.2459
H2 0.38326 1.51005 2.74717  -0.1583
O1 3.05370 -2.57588 -5.37842  0.0003
H3 2.44312 -1.91960 -5.13323  0.0111
H4 2.85142 -3.30589 -4.87488  -0.0114

- gap between HOMO and LUMO (eV) = 9.88
- HOMO level (eV) = -9.46
- relative energy (zero: lowest compared OMol25 entry of this formula, charge and spin) (eV) = 0.4189
- energy (eV) = -23782.359
- E_LUMO (eV) = 0.419

***

(2)
The following is a quantum chemistry calculation of a structure of composition C18H33N3O3SbTi at a distorted geometry, from the OMol25 dataset.

Each line ends with the Löwdin charge.
CARTESIAN COORDINATES (ANGSTROEM)
Ti1 -1.13625 -0.89877 -1.58115  1.0256
N1 -3.41703 -1.27425 -0.92339  0.0362
C1 -3.87380 -1.75644 -2.28778  -0.0600
C2 -2.48940 -1.82790 -2.87586  -0.5881
O1 -1.68101 -2.66042 -2.38371  -0.0442
O2 -1.96441 -0.71244 -3.29632  -0.0532
H1 -3.50763 -2.03753 -0.26127  0.1214
H2 -4.00589 -0.51767 -0.59162  0.1239
H3 -4.47231 -1.00075 -2.78128  0.1425
H4 -4.38923 -2.70920 -2.26441  0.1451
C3 -2.18900 0.71980 5.62918  -0.0607
C4 -2.09959 2.16069 5.15841  -0.1680
N2 -1.38712 2.31695 3.87087  -0.0382
C5 0.00142 2.79278 3.88044  -0.1897
C6 0.99842 1.73640 4.30907  -0.0586
C7 -2.05784 1.95972 2.77032  -0.4449
O3 -3.20727 1.53438 2.76030  0.0851
C8 -1.41065 2.06433 1.41056  -0.0938
C9 -1.28613 3.25235 0.70501  0.0574
C10 -0.93914 3.23570 -0.63927  0.0118
C11 -0.76333 2.02309 -1.26340  -0.0822
N3 -0.87108 0.86044 -0.57825  -0.1053
C12 -1.18035 0.88910 0.73618  -0.0480
H5 -2.75027 0.66918 6.56274  0.0885
H6 -1.20304 0.29275 5.81731  0.0677
H7 -2.71039 0.10378 4.89778  0.0718
H8 -1.56058 2.77390 5.88011  0.1263
H9 -3.09201 2.58876 5.03557  0.1273
H10 0.03143 3.65654 4.54473  0.1299
H11 0.24904 3.17359 2.89043  0.1063
H12 0.80395 1.39040 5.32423  0.0761
H13 2.01258 2.13629 4.28739  0.0856
H14 0.95790 0.86863 3.64453  0.0714
H15 -1.47663 4.19775 1.20182  0.1511
H16 -0.84272 4.14973 -1.20874  0.1340
H17 -0.54622 1.95694 -2.32081  0.1272
H18 -1.27515 -0.06113 1.24981  0.1412
C13 3.18103 -3.79751 -3.09941  -0.1597
C14 1.73875 -3.29908 -3.17354  -0.3988
Sb1 1.47813 -1.38866 -2.32632  1.4758
C15 1.84448 -0.07605 -3.94625  -0.4082
C16 3.04195 -0.52981 -4.78175  -0.1586
C17 3.09566 -1.08125 -1.03063  -0.4112
C18 2.80041 -1.47057 0.41695  -0.1748
H19 3.26159 -4.76685 -3.59217  0.0887
H20 3.51836 -3.93170 -2.07078  0.0722
H21 3.88266 -3.12591 -3.59579  0.0662
H22 1.04425 -3.96241 -2.66292  0.0525
H23 1.38734 -3.19464 -4.20019  0.0657
H24 2.00071 0.91045 -3.50810  0.0552
H25 0.93092 -0.03000 -4.53754  0.0547
H26 3.96943 -0.53841 -4.20725  0.0770
H27 3.18500 0.15097 -5.62105  0.0865
H28 2.90052 -1.52793 -5.19649  0.0665
H29 3.35115 -0.02632 -1.13549  0.0651
H30 3.92648 -1.65697 -1.43889  0.0590
H31 1.96768 -0.89863 0.83210  0.0477
H32 3.66630 -1.27645 1.05000  0.0849
H33 2.55793 -2.52972 0.51601  0.0750

- gap between HOMO and LUMO (alpha / beta) (eV) = 6.88 / 7.05
- <S²> = 0.754
- HOMO level (alpha / beta) (eV) = -14.45 / -14.45
- relative energy (zero: lowest compared OMol25 entry of this formula, charge and spin) (eV) = 0.1185
- charge = +2
- spin multiplicity = 2
- energy (eV) = -59452.883
- E_LUMO (alpha / beta) (eV) = -7.572 / -7.402

***

(3)
The following is a quantum chemistry calculation of the ion C4H11N2O with charge -1 at a distorted geometry, from the OMol25 dataset.

Each line ends with the Löwdin charge.
CARTESIAN COORDINATES (ANGSTROEM)
N1 1.61938 0.94986 2.31377  -0.0411
C1 1.04692 1.42955 0.94519  -0.3167
N2 0.04621 0.58303 0.49765  -0.1165
C2 0.18354 -0.76265 0.06501  -0.2848
C3 -0.63452 -1.28664 -1.10448  -0.2114
C4 -1.58126 -0.18300 -1.71319  -0.5045
O1 -2.23078 0.54465 -0.75330  -0.3805
H1 0.76503 0.51084 2.65296  0.0302
H2 2.15353 0.08345 2.13381  0.0271
H3 0.91877 2.50594 1.07909  0.0945
H4 1.86521 1.37828 0.18921  0.0960
H5 -0.98178 0.78445 0.49739  0.0957
H6 1.26655 -0.92447 -0.23127  0.1061
H7 0.14333 -1.47192 0.91216  0.0876
H8 -1.42280 -2.11242 -1.01002  0.1028
H9 0.05656 -1.76669 -1.81587  0.0760
H10 -2.21807 -0.83343 -2.30491  0.0527
H11 -0.99585 0.57119 -2.35319  0.0869

- gap between HOMO and LUMO (eV) = 6.80
- HOMO level (eV) = -2.61
- relative energy (zero: lowest compared OMol25 entry of this formula, charge and spin) (eV) = 2.2203
- charge = -1
- energy (eV) = -9352.270
- E_LUMO (eV) = 4.192

***

Q: What is the formula in the third record?
A: C4H11N2O